# C5H8O2

One molecule with the formula C5H8O2 (the ωB97M-V functional and the def2-TZVPD basis, the Open Molecules 2025 dataset).

energy above the lowest of the compared OMol25 structures with the same formula, charge and spin: 94.7 kcal per mole
calculated total energy: -9405.726 eV
HOMO energy: -8.95 eV
multiplicity: 1

Last column: Löwdin charge in e.
Cartesian coordinates (Å):
H -0.722 -2.378 -0.072  0.1243
H 1.243 -0.087 1.601  0.1617
H -0.201 -1.477 -1.507  0.1246
O -1.117 2.162 -0.081  -0.0376
H -1.265 -0.243 1.102  0.1304
C 1.030 1.086 0.227  0.1412
H -0.504 2.878 0.148  0.0872
C 1.579 -0.217 0.533  -0.2625
C -1.084 -0.247 0.020  -0.1203
C -0.327 1.026 -0.338  -0.4637
H 2.669 -0.308 0.589  0.1302
H -2.059 -0.269 -0.474  0.1271
C -0.253 -1.450 -0.410  -0.1972
O 1.076 -1.451 0.088  -0.1210
H -0.063 0.975 -1.424  0.1756


# C4H12NP2

An isolated ion of composition C4H12NP2 and charge +1 at a distorted geometry (the ωB97M-V functional and the def2-TZVPD basis, the Open Molecules 2025 dataset).

energy above the lowest of the compared OMol25 structures with the same formula, charge and spin: 63.3 kcal per mole
SMILES: PC(P)[NH2+]C1CC1
charge: +1
calculated total energy: -24399.537 eV
HOMO energy: -13.41 eV
multiplicity: 1

Last column: Löwdin charge in e.
Cartesian coordinates (Å):
H -0.320 1.364 1.009  0.1673
H 3.255 1.169 -0.907  -0.1138
H -2.667 1.386 1.088  0.1436
C 1.242 0.117 -0.260  -0.7437
H 3.489 0.812 0.694  -0.1088
H 0.329 0.150 1.805  0.1854
H 2.950 -1.696 0.193  -0.1625
H -1.579 0.778 -1.495  0.0994
H 1.434 -1.793 1.393  -0.0992
C -2.623 0.325 0.611  -0.0898
N -0.026 0.353 0.788  -0.0464
C -2.114 0.132 -0.803  -0.1052
C -1.296 -0.392 0.376  -0.3079
P 2.426 1.488 0.104  0.8145
H -2.367 -0.771 -1.450  0.1407
H 0.881 0.309 -1.347  0.0882
H -3.625 -0.237 0.683  0.1437
P 1.654 -1.775 0.007  0.8539
H -1.266 -1.448 0.707  0.1405


# C10H13NOS

One molecule with the formula C10H13NOS at a distorted geometry (the ωB97M-V functional and the def2-TZVPD basis, the Open Molecules 2025 dataset).

energy above the lowest of the compared OMol25 structures with the same formula, charge and spin: 132.6 kcal per mole
calculated total energy: -24948.710 eV
HOMO energy (alpha / beta): -8.01 / -8.01 eV
multiplicity: 1

Last column: Löwdin charge in e.
Cartesian coordinates (Å):
S 2.278 0.597 1.815  0.7967
H -0.181 4.486 0.161  0.1298
N 2.102 -0.803 1.060  -0.2592
C -0.285 3.370 0.327  -0.0986
H -2.147 0.783 -0.374  0.0796
C -0.775 -1.721 -0.468  -0.3716
C 0.749 1.449 1.014  -0.2716
C 0.779 2.785 1.013  -0.0850
C -0.187 -1.290 -1.836  -0.0243
H -1.273 -3.701 0.435  0.1200
C -0.264 -0.809 0.607  0.0382
H -0.247 -1.149 1.686  0.1441
C -1.329 1.303 -0.070  -0.0123
H 1.570 3.500 1.375  0.1425
H 0.660 -0.697 -1.705  0.0620
H -2.322 3.149 -0.460  0.1245
H -1.848 -1.738 -0.369  0.1337
O 3.327 1.388 1.202  -0.5191
H 2.607 -0.894 0.185  0.0132
H -1.023 -0.651 -2.321  0.1175
C -0.459 -3.235 -0.290  -0.0650
C -0.230 0.622 0.513  -0.2505
H 0.490 -3.456 0.138  0.0619
H -0.134 -2.115 -2.391  0.0203
C -1.367 2.697 -0.118  -0.0769
H -0.492 -3.870 -1.129  0.0501


# C10H14N2S

One molecule with the formula C10H14N2S at a distorted geometry (the ωB97M-V functional and the def2-TZVPD basis, the Open Molecules 2025 dataset).

energy above the lowest of the compared OMol25 structures with the same formula, charge and spin: 97.3 kcal per mole
SMILES: [H]/N=C\SC1=C(C(C)=C=N)CCCC1
calculated total energy: -24409.165 eV
HOMO energy: -8.57 eV
multiplicity: 1

Last column: Löwdin charge in e.
Cartesian coordinates (Å):
H -2.135 1.806 -1.281  0.1122
C -0.464 -0.169 1.513  -0.1464
H 0.289 -0.682 2.098  0.1015
C -0.279 -2.637 -1.051  -0.0572
C -1.760 1.945 0.935  -0.1981
H -1.043 -3.205 -0.483  0.0846
H 0.189 1.690 1.904  0.0985
H 3.386 -1.348 0.984  0.0959
H -1.790 2.997 1.218  0.0932
C -0.598 0.508 -0.852  -0.4867
H -2.816 1.544 1.151  0.1339
C 1.547 -1.736 0.465  -0.1732
H 2.077 0.637 -0.466  0.0185
C 0.467 -1.643 -0.221  -0.2852
C 1.771 0.276 -2.393  -0.5123
N 2.418 -1.584 1.347  0.1471
C -1.280 1.849 -0.543  -0.1826
C -0.236 -0.319 0.071  -0.2640
S -0.018 0.301 -2.525  0.9579
H -0.666 -2.151 -1.931  0.0267
C -0.804 1.295 1.954  -0.1708
H -1.386 -0.694 1.749  0.1275
H 0.422 -3.543 -1.293  0.1176
H -1.113 1.290 3.022  0.1206
H -0.939 2.921 -0.685  0.1299
H 2.295 0.148 -3.318  0.0564
N 2.465 0.503 -1.369  0.0545


# C19H34AsO9PRuS5

C19H34AsO9PRuS5 as an isolated structure at a distorted geometry (the ωB97M-V functional and the def2-TZVPD basis, the Open Molecules 2025 dataset).

energy above the lowest of the compared OMol25 structures with the same formula, charge and spin: 0.0 kcal per mole
charge: -1
calculated total energy: -165574.302 eV
HOMO energy (alpha / beta): -3.67 / -4.51 eV
multiplicity: 2

Last column: Mulliken spin population.
Cartesian coordinates (Å):
H -2.353 4.454 -1.961  -0.0001
C -3.394 -1.988 0.696  0.0044
H -0.589 -0.532 -2.616  -0.0005
C -0.761 3.891 0.962  -0.0005
S -1.022 2.168 -1.286  0.0089
C 0.639 -5.505 -1.308  -0.0004
H 1.275 -5.676 -0.439  0.0009
C -2.007 5.950 -0.454  -0.0001
H -0.635 -1.647 -4.840  0.0001
C -4.519 -2.525 -0.163  -0.0008
H 1.876 2.395 0.065  -0.0185
H -3.643 -2.034 1.756  -0.0048
H 5.547 1.132 -1.548  0.0003
O 0.633 3.367 3.075  0.0011
H 3.314 -2.016 3.787  0.0016
P -0.972 -2.116 -0.269  0.0284
H -1.297 -0.559 5.278  -0.0004
Ru -0.043 -0.317 0.621  0.1194
H -1.442 7.208 1.193  0.0000
O -2.214 -2.788 0.514  -0.0016
C 2.486 -1.505 4.279  0.0015
H -2.506 6.736 -1.007  0.0000
H 0.019 -2.737 -3.614  0.0000
H -4.718 -3.570 0.080  0.0001
O -0.043 -3.414 -0.413  -0.0069
C -0.808 5.183 1.473  -0.0011
C -1.353 -1.259 -2.859  0.0020
C 2.998 1.826 -3.303  -0.0002
O -1.464 2.156 2.671  0.0008
H 2.871 -0.571 4.699  0.0073
H 1.980 2.160 -3.481  -0.0001
O -1.896 2.289 -2.431  -0.0017
H 5.032 -0.421 -2.269  0.0004
S 1.757 -0.745 -1.509  0.0000
C 0.099 -0.959 3.701  0.0693
O 0.578 1.631 1.409  0.0271
H -0.285 -1.983 5.567  0.0025
H -4.257 -2.455 -1.218  0.0002
O -1.729 -2.007 -1.690  0.0016
H -2.245 -0.715 -3.168  0.0000
H 3.685 2.673 -3.278  0.0000
H 1.235 -5.009 -2.074  0.0000
H 3.324 3.187 -0.634  0.0007
H -3.182 -0.943 0.449  -0.0033
H 0.390 -0.360 5.746  -0.0003
C 2.914 2.261 -0.231  0.0165
H -1.158 -5.126 -0.161  -0.0007
C -0.548 -4.648 -0.930  -0.0006
S -0.215 2.651 2.148  0.0179
H -1.655 -2.939 -4.178  0.0000
C -1.419 6.211 0.771  0.0003
H -5.428 -1.947 0.013  -0.0002
H -1.183 -4.450 -1.796  -0.0001
H 3.498 1.923 0.623  0.0024
O 0.397 2.261 -1.580  0.0012
H -0.371 5.357 2.445  0.0008
C -0.296 -0.969 5.154  0.0024
H 2.142 -2.123 5.111  0.0020
S -1.125 -0.699 2.559  0.3379
C -1.308 3.641 -0.300  0.0035
H 0.302 -6.469 -1.693  -0.0001
C -1.937 4.672 -0.988  -0.0001
As 3.025 0.924 -1.599  0.0004
C 1.385 -1.226 3.295  0.1229
C 4.851 0.297 -1.471  0.0018
S 1.746 -1.313 1.632  0.2545
O -1.374 0.956 -0.501  0.0022
C -0.879 -2.209 -3.936  -0.0004
H 3.309 1.113 -4.064  -0.0002
H 4.966 -0.201 -0.509  -0.0018


# C4H6ClF

One molecule with the formula C4H6ClF at a distorted geometry (the ωB97M-V functional and the def2-TZVPD basis, the Open Molecules 2025 dataset).

energy above the lowest of the compared OMol25 structures with the same formula, charge and spin: 15.3 kcal per mole
SMILES: C/C(=C\F)CCl
calculated total energy: -19484.078 eV
HOMO energy: -9.74 eV
multiplicity: 1

Last column: Löwdin charge in e.
Cartesian coordinates (Å):
H 1.536 -1.376 0.747  0.0854
H 1.904 0.407 1.159  0.0719
H 2.051 -0.302 -0.497  0.1081
Cl -1.583 -1.909 -0.859  0.5136
C 0.019 0.134 0.065  -0.3238
H -1.525 -1.027 1.336  0.0879
H -1.988 0.133 0.104  0.0098
C 1.426 -0.294 0.481  -0.0463
F 0.781 2.075 -1.067  -0.0025
H -1.108 1.545 -1.135  0.1207
C -0.206 1.198 -0.685  -0.1118
C -1.307 -0.585 0.349  -0.5130